C4H10O4 | ωB97M-V with the def2-TZVPD basis set

CARTESIAN COORDINATES (ANGSTROEM)
C1 1.992 0.053 0.377
C2 0.520 -0.454 0.570
C3 -0.563 0.649 0.470
C4 -1.951 0.075 0.341
H1 1.513 0.945 -1.292
H2 2.688 -0.889 0.507
H3 2.227 0.910 0.959
H4 0.330 -0.934 1.518
H5 0.899 -1.275 -1.173
H6 -0.357 1.188 1.418
H7 -1.048 1.069 -1.292
H8 -2.713 0.869 0.336
H9 -2.159 -0.626 1.168
H10 -1.372 -1.251 -0.913
O1 2.101 0.252 -0.996
O2 0.323 -1.468 -0.397
O3 -0.400 1.459 -0.658
O4 -2.030 -0.573 -0.942

As for the SMILES: OC[C@H](O)[C@@H](O)CO. The HOMO energy is -9.74 eV. As for the energy above the lowest of the compared OMol25 structures with the same formula, charge and spin: 32.76 kcal per mole. The value obtained for the HOMO-LUMO gap is 0.38698 hartree. The max |F| is 3.55 eV/Å. The value obtained for the calculated total energy is -12499.185 eV.

Population analysis type Löwdin, resulting atomic charges in e: -0.171 -0.298 -0.341 -0.173 0.080 0.168 0.110 0.144 0.118 0.162 0.110 0.135 0.132 0.043 -0.075 -0.052 -0.028 -0.062

---

C4H10O4 | ωB97M-V with the def2-TZVPD basis set

CARTESIAN COORDINATES (ANGSTROEM)
C1 -1.955 -0.067 -0.399
O1 -1.900 -1.424 -0.143
O2 -2.439 0.724 0.495
H1 -1.452 1.194 1.079
H2 -1.846 -1.532 0.818
H3 -2.226 0.087 -1.449
H4 -0.665 0.280 -0.473
C2 1.325 -1.492 0.170
C3 1.322 1.337 -0.511
C4 0.329 0.685 0.433
O3 0.676 -0.523 1.000
O4 -0.324 1.457 1.231
H5 0.750 -1.674 -0.742
H6 1.361 -2.409 0.753
H7 2.343 -1.186 -0.081
H8 2.208 1.616 0.065
H9 1.624 0.686 -1.329
H10 0.870 2.240 -0.914

The HOMO energy is -10.15 eV. As for the energy above the lowest of the compared OMol25 structures with the same formula, charge and spin: 55.18 kcal per mole. The value obtained for the HOMO-LUMO gap is 0.39658 hartree. The max |F| is 0.29 eV/Å. The value obtained for the calculated total energy is -12498.213 eV.

Population analysis type Löwdin, resulting atomic charges in e: -0.401 0.025 -0.022 0.074 0.119 0.153 0.135 -0.064 0.013 -0.551 -0.076 0.037 0.095 0.096 0.090 0.102 0.080 0.097

---

C4H10OS | ωB97M-V with the def2-TZVPD basis set

CARTESIAN COORDINATES (ANGSTROEM)
C1 -2.834 -1.647 -1.508
S1 -1.050 -1.875 -1.399
C2 -0.787 -1.483 0.364
H1 -3.109 -1.721 -2.558
H2 -3.157 -0.694 -1.095
H3 -3.356 -2.399 -0.934
H4 0.284 -1.319 0.460
H5 -1.378 -0.607 0.630
H6 -1.081 -2.347 0.952
C3 2.949 2.739 1.058
C4 2.361 1.757 0.271
O1 1.515 0.808 0.927
H7 3.308 3.692 0.699
H8 3.224 2.471 2.083
H9 2.499 1.462 -0.760
H10 0.613 1.164 0.809

The HOMO energy (spin up / spin down) is 1.03 / -3.86 eV. As for the energy above the lowest of the compared OMol25 structures with the same formula, charge and spin: 37.42 kcal per mole. Its spin multiplicity is 2. The value obtained for the HOMO-LUMO gap (spin up / spin down) is 0.07904 / 0.25685 hartree. The max |F| is 2.02 eV/Å. The value obtained for the calculated total energy is -17189.700 eV. As for the net charge: -1.

Population analysis type Löwdin, resulting atomic charges in e: -0.493 0.641 -0.466 0.014 0.020 0.015 0.004 0.003 0.013 -0.138 -0.424 -0.209 -0.024 0.002 0.048 -0.006

---

Copy entry 3 word for word.
C4H10OS | ωB97M-V with the def2-TZVPD basis set

CARTESIAN COORDINATES (ANGSTROEM)
C1 -2.834 -1.647 -1.508
S1 -1.050 -1.875 -1.399
C2 -0.787 -1.483 0.364
H1 -3.109 -1.721 -2.558
H2 -3.157 -0.694 -1.095
H3 -3.356 -2.399 -0.934
H4 0.284 -1.319 0.460
H5 -1.378 -0.607 0.630
H6 -1.081 -2.347 0.952
C3 2.949 2.739 1.058
C4 2.361 1.757 0.271
O1 1.515 0.808 0.927
H7 3.308 3.692 0.699
H8 3.224 2.471 2.083
H9 2.499 1.462 -0.760
H10 0.613 1.164 0.809

The HOMO energy (spin up / spin down) is 1.03 / -3.86 eV. As for the energy above the lowest of the compared OMol25 structures with the same formula, charge and spin: 37.42 kcal per mole. Its spin multiplicity is 2. The value obtained for the HOMO-LUMO gap (spin up / spin down) is 0.07904 / 0.25685 hartree. The max |F| is 2.02 eV/Å. The value obtained for the calculated total energy is -17189.700 eV. As for the net charge: -1.

Population analysis type Löwdin, resulting atomic charges in e: -0.493 0.641 -0.466 0.014 0.020 0.015 0.004 0.003 0.013 -0.138 -0.424 -0.209 -0.024 0.002 0.048 -0.006

---

What is the formula in the third record? C4H10OS